C4H7N2O2 | the ωB97M-V functional and the def2-TZVPD basis

Structure (XYZ):
```
15
Properties=species:S:1:pos:R:3:forces:R:3
C 0.99783 -2.13827 -3.12910 0.11 -0.08 0.10
C -1.07243 0.59617 0.73327 -3.36 0.13 0.94
C -0.39694 -2.35771 -3.21614 2.55 0.24 0.15
C -0.00840 0.00245 0.10623 -0.32 -0.04 -2.14
N -1.20246 1.12535 1.97175 5.16 -3.62 -0.35
N 1.26705 0.15489 0.34009 2.34 1.03 2.49
O 1.56050 -1.27220 -2.44099 -0.59 0.61 0.62
O -1.48700 -2.47454 -3.49337 -1.88 -0.13 -0.27
H 1.61404 -2.85331 -3.65518 -0.24 -0.60 -0.48
H -2.11665 0.59561 0.18987 2.45 0.00 0.77
H -0.31365 -0.43345 -0.85479 0.75 0.00 0.42
H -1.88303 1.75877 1.97984 -3.40 3.11 1.25
H 2.05075 -0.02787 -0.27936 -0.81 -0.68 -0.66
H 1.66594 0.61172 1.20786 -1.24 -0.62 -1.27
H -0.49107 0.99002 2.75093 -1.51 0.66 -1.55
```
Positions in Å, forces in eV/Å.

The calculation puts the highest occupied orbital energy (alpha / beta) at -13.179 / -11.625 eV. Its energy above the lowest of the compared OMol25 structures with the same formula, charge and spin is 3.329 eV. For the total energy, the calculation gives -11326.3966 eV. As for the HOMO-LUMO gap (alpha / beta): 9.206 / 5.673 eV. Its net charge is +1.